This record from the OMol25 dataset describes an isolated ion of composition C4H12N3O and charge +1 at a distorted geometry. The level of theory is wB97M-V/def2-TZVPD.

- HOMO: -12.80 eV
- Strongest force on any atom: 5.04 eV/Å
- ΔE to the lowest compared entry with this formula, charge and spin: 2.4128 eV
- HOMO-LUMO gap: 0.3429 Eh
- LUMO level: -3.470 eV
- Structure (SMILES): NCCNC(=O)C[NH3+]
- Multiplicity: 1
- Charge: +1

Structure (XYZ):
```
20
Properties=species:S:1:pos:R:3:forces:R:3:lowdin_charge:R:1
N 3.003 1.163 0.265 -2.71 0.02 1.51 -0.02
C 1.944 0.954 1.395 -1.08 -0.92 -4.70 -0.15
C 0.485 1.363 0.563 1.54 -3.39 3.40 -0.12
N 0.323 0.563 -0.679 -0.78 -0.06 0.73 0.08
C -0.638 -0.345 -0.791 -2.16 -1.34 0.64 -0.45
O -0.844 -1.129 -1.707 0.54 0.40 -0.14 0.04
C -1.739 -0.597 0.433 4.22 -0.95 -0.34 -0.04
N -2.475 -1.867 0.066 0.28 1.77 -0.23 0.18
H 3.087 2.143 0.014 0.05 -0.06 0.30 0.06
H 3.881 0.830 0.561 1.22 -0.36 0.37 0.04
H 1.968 1.606 2.235 0.39 0.39 0.74 0.07
H 1.966 -0.170 1.653 -0.17 1.92 -0.24 0.12
H -0.335 1.248 1.434 1.38 0.04 -2.65 0.15
H 0.559 2.356 0.308 0.12 2.32 -0.47 0.07
H 0.941 0.617 -1.517 -0.31 0.24 1.38 0.18
H -1.088 -0.865 1.331 -1.36 0.76 -0.81 0.15
H -2.474 0.174 0.539 -0.14 0.49 0.42 0.12
H -1.922 -2.614 -0.394 -0.07 0.49 0.56 0.19
H -3.139 -1.522 -0.609 -0.57 -0.49 -0.67 0.16
H -2.962 -2.041 0.929 -0.38 -1.26 0.20 0.16
```
Forces are in eV/Å.